[1]
One molecule with the formula C3H5NOS at a distorted geometry, computed with ωB97M-V/def2-TZVPD.

Element x y z (Å)
C -0.233 1.338 -0.256
C 0.735 -1.150 -0.019
C -0.572 -1.237 0.731
H 0.334 2.271 -0.299
H -1.208 1.538 -0.702
H 1.041 -2.099 -0.485
H 1.447 -0.781 0.674
H -1.118 -2.220 0.832
N -1.073 -0.222 1.373
O -0.279 0.923 1.103
S 0.604 0.109 -1.324

Calculated values
* HOMO level: -8.9 eV
* ΔE to the lowest compared entry with this formula, charge and spin: 67.1 kcal per mole
* E: -645.40468 Eh
* 2S+1: 1
* HOMO-LUMO gap: 9.66 eV

Mulliken atomic charge list, values in e, 8 entries: atom 1 (C): -0.24, atom 2 (C): -0.45, atom 3 (C): 0.01, atom 4 (H): 0.31, atom 5 (H): 0.26, atom 6 (H): 0.33, atom 7 (H): 0.27, atom 8 (H): 0.35

[2]
One molecule with the formula C3H5NOS2 at a distorted geometry, computed with ωB97M-V/def2-TZVPD.

Element x y z (Å)
C -1.711 0.122 -0.654
C 0.660 -0.779 0.763
C 1.586 -0.693 -0.458
H -0.815 2.585 0.486
H -2.162 -0.283 -1.546
H 0.837 -1.695 1.293
H 1.078 0.134 1.501
H 1.211 -1.503 -1.123
N -1.633 1.348 -0.448
O -0.734 1.673 0.522
S -0.921 -1.393 -0.022
S 2.603 0.483 -0.315

Calculated values
* HOMO level: -8.7 eV
* ΔE to the lowest compared entry with this formula, charge and spin: 107.9 kcal per mole
* E: -1043.51728 Eh
* 2S+1: 1
* HOMO-LUMO gap: 8.50 eV

Mulliken atomic charge list, values in e, 8 entries: atom 1 (C): 0.08, atom 2 (C): -0.67, atom 3 (C): 0.05, atom 4 (H): 0.35, atom 5 (H): 0.31, atom 6 (H): 0.39, atom 7 (H): 0.32, atom 8 (H): 0.33

[3]
A 3-piece molecular cluster, C3H5NOS2 overall at a distorted geometry, computed with ωB97M-V/def2-TZVPD.

Element x y z (Å)
C 2.486 0.870 -0.047
C -0.727 -1.280 0.039
C -2.736 0.058 0.096
H 2.762 1.326 1.145
H 1.427 1.758 -0.565
H 3.661 0.835 -1.029
H -0.451 -2.379 0.353
H -1.958 0.924 0.619
N 0.086 -0.359 -0.090
O -2.008 -1.140 -0.124
S 1.816 -0.707 -0.190
S -4.357 0.095 -0.207

Calculated values
* HOMO level: -8.6 eV
* ΔE to the lowest compared entry with this formula, charge and spin: 143.7 kcal per mole
* E: -1043.46028 Eh
* 2S+1: 1
* HOMO-LUMO gap: 8.16 eV

Mulliken atomic charge list, values in e, 8 entries: atom 1 (C): -0.71, atom 2 (C): 0.23, atom 3 (C): -0.03, atom 4 (H): 0.25, atom 5 (H): 0.23, atom 6 (H): 0.26, atom 7 (H): 0.27, atom 8 (H): 0.25

[4]
One molecule with the formula C3H5NOS3, computed with ωB97M-V/def2-TZVPD.

Element x y z (Å)
C -2.431 -0.398 -0.511
C 0.233 -0.676 0.164
C 1.683 -0.367 -0.078
H -2.522 -1.464 -0.555
H -2.663 -0.065 0.480
H -3.125 0.030 -1.234
H 3.040 1.130 0.294
H 0.782 2.240 0.525
N 2.047 0.892 0.241
O 1.270 1.639 1.108
S -0.780 0.096 -1.029
S -0.237 -1.617 1.386
S 2.703 -1.439 -0.790

Calculated values
* HOMO level: -8.7 eV
* ΔE to the lowest compared entry with this formula, charge and spin: 46.6 kcal per mole
* E: -1441.79466 Eh
* 2S+1: 1
* HOMO-LUMO gap: 8.19 eV

Mulliken atomic charge list, values in e, 8 entries: atom 1 (C): -0.93, atom 2 (C): 0.22, atom 3 (C): 0.03, atom 4 (H): 0.34, atom 5 (H): 0.32, atom 6 (H): 0.34, atom 7 (H): 0.26, atom 8 (H): 0.35

[5]
One molecule with the formula C3H5NP4 at a distorted geometry, computed with ωB97M-V/def2-TZVPD.

Element x y z (Å)
C -2.564 0.838 -0.427
C -1.907 -1.925 0.320
C 0.088 1.142 0.609
N 2.249 -0.383 -0.112
P -1.416 1.912 0.576
P -3.092 -0.760 -0.406
P -0.248 -1.892 0.612
P 0.592 -0.120 -0.487
H -3.393 1.509 -0.729
H -2.365 -2.894 0.517
H 0.791 1.800 1.156
H 2.611 0.046 0.775
H 2.965 -0.673 -0.707

Calculated values
* HOMO level: -7.8 eV
* ΔE to the lowest compared entry with this formula, charge and spin: 34.2 kcal per mole
* E: -1537.38548 Eh
* 2S+1: 1
* HOMO-LUMO gap: 6.63 eV

Mulliken atomic charge list, values in e, 8 entries: atom 1 (C): -0.34, atom 2 (C): -0.23, atom 3 (C): -0.24, atom 4 (N): -0.41, atom 5 (P): -0.03, atom 6 (P): -0.05, atom 7 (P): -0.04, atom 8 (P): 0.03

[6]
A 2-piece molecular cluster, C3H5NS overall at a distorted geometry, computed with ωB97M-V/def2-TZVPD.

Element x y z (Å)
C -1.262 -0.587 -1.660
C 0.144 -0.202 0.293
C 0.001 0.314 1.653
N -0.740 -0.452 -0.482
S -2.924 0.494 0.319
H -1.516 -1.493 -2.096
H -1.216 0.147 -2.364
H -0.813 1.005 1.590
H -0.325 -0.515 2.387
H 0.857 0.885 1.885

Calculated values
* HOMO level (alpha / beta): -8.6 / -8.3 eV
* ΔE to the lowest compared entry with this formula, charge and spin: 127.0 kcal per mole
* E: -570.03217 Eh
* 2S+1: 1
* HOMO-LUMO gap (alpha / beta): 6.73 / 6.60 eV

Mulliken atomic charge list, values in e, 8 entries: atom 1 (C): -0.38, atom 2 (C): 0.09, atom 3 (C): -0.76, atom 4 (N): -0.13, atom 5 (S): -0.22, atom 6 (H): 0.28, atom 7 (H): 0.35, atom 8 (H): 0.21

[7]
C3H5NS as an isolated structure at a distorted geometry, computed with ωB97M-V/def2-TZVPD.

Element x y z (Å)
C -0.688 0.012 -0.995
C 0.354 -0.379 0.061
C -0.333 0.278 1.211
H -0.220 -0.763 -1.897
H -1.056 0.981 -0.956
H -1.436 -0.800 -0.630
H 0.438 -1.612 0.245
H 1.794 1.568 0.934
N -0.868 0.605 2.157
S 2.016 0.110 -0.130

Calculated values
* HOMO level: -9.7 eV
* ΔE to the lowest compared entry with this formula, charge and spin: 83.1 kcal per mole
* E: -570.10206 Eh
* 2S+1: 1
* HOMO-LUMO gap: 9.01 eV

Mulliken atomic charge list, values in e, 8 entries: atom 1 (C): -0.88, atom 2 (C): 0.20, atom 3 (C): -0.08, atom 4 (H): 0.25, atom 5 (H): 0.37, atom 6 (H): 0.29, atom 7 (H): 0.26, atom 8 (H): 0.17

[8]
One molecule with the formula C3H5NS, computed with ωB97M-V/def2-TZVPD.

Element x y z (Å)
C 1.353 -0.668 -0.201
C -0.502 0.999 -0.096
C -1.103 -0.345 0.199
H 1.379 -1.766 -0.071
H -0.005 1.513 0.736
H -0.942 1.638 -0.855
H -1.030 -0.715 1.202
H -1.964 -0.682 -0.359
N 0.123 -0.211 -0.545
S 2.691 0.236 -0.010

Calculated values
* HOMO level: -8.6 eV
* ΔE to the lowest compared entry with this formula, charge and spin: 26.8 kcal per mole
* E: -570.19177 Eh
* 2S+1: 1
* HOMO-LUMO gap: 9.03 eV

Mulliken atomic charge list, values in e, 8 entries: atom 1 (C): -0.10, atom 2 (C): -0.39, atom 3 (C): -0.34, atom 4 (H): 0.30, atom 5 (H): 0.26, atom 6 (H): 0.23, atom 7 (H): 0.27, atom 8 (H): 0.23

> Which of these has the highest E?

number 6

> Which value of 2S+1 does entry 6 give?

1

> Which of these has the highest E?

number 6

What did the seventh record say?
C3H5NS as an isolated structure at a distorted geometry, computed with ωB97M-V/def2-TZVPD.

Element x y z (Å)
C -0.688 0.012 -0.995
C 0.354 -0.379 0.061
C -0.333 0.278 1.211
H -0.220 -0.763 -1.897
H -1.056 0.981 -0.956
H -1.436 -0.800 -0.630
H 0.438 -1.612 0.245
H 1.794 1.568 0.934
N -0.868 0.605 2.157
S 2.016 0.110 -0.130

Calculated values
* HOMO level: -9.7 eV
* ΔE to the lowest compared entry with this formula, charge and spin: 83.1 kcal per mole
* E: -570.10206 Eh
* 2S+1: 1
* HOMO-LUMO gap: 9.01 eV

Mulliken atomic charge list, values in e, 8 entries: atom 1 (C): -0.88, atom 2 (C): 0.20, atom 3 (C): -0.08, atom 4 (H): 0.25, atom 5 (H): 0.37, atom 6 (H): 0.29, atom 7 (H): 0.26, atom 8 (H): 0.17